(1)
The following is a quantum chemistry calculation of C34H39ClFeN10O5SeTe as an isolated structure at a distorted geometry, from OMol25.

```
92
Properties=species:S:1:pos:R:3:lowdin_charge:R:1
Fe -3.04 0.19 0.07 0.19
O 0.72 6.20 -0.01 -0.05
C -0.39 6.18 0.52 -0.72
O -1.06 7.10 1.02 -0.04
C -1.04 4.76 0.57 -0.09
C -0.24 3.65 0.81 -0.02
C -0.81 2.39 0.79 -0.16
N -2.09 2.17 0.51 0.05
C -2.87 3.23 0.30 -0.16
C -2.39 4.54 0.33 0.06
C -4.33 2.92 -0.04 -0.62
O -5.16 3.82 -0.07 0.03
O -4.55 1.69 -0.30 -0.26
H 0.81 3.79 1.00 0.11
H -0.22 1.50 1.00 0.07
H -3.08 5.35 0.15 0.12
C -0.93 -3.70 5.09 -0.07
C -0.47 -4.44 3.84 -0.41
C -1.66 -5.04 3.09 -0.07
C 0.36 -3.52 2.93 -0.14
N -0.33 -2.33 2.55 -0.09
C -1.36 -2.12 1.69 -0.14
N -1.59 -0.83 1.63 -0.01
N -0.72 -0.25 2.45 0.00
N 0.05 -1.11 3.01 0.08
H -1.45 -4.37 5.76 0.08
H -1.61 -2.89 4.82 0.05
H -0.08 -3.26 5.61 0.08
H 0.21 -5.26 4.14 0.13
H -2.41 -4.28 2.89 0.07
H -2.13 -5.82 3.68 0.08
H -1.34 -5.48 2.14 0.08
H 0.66 -4.07 2.03 0.13
H 1.25 -3.18 3.46 0.12
H -1.88 -2.87 1.13 0.07
C 3.45 -1.83 -5.12 -0.05
C 3.97 -1.30 -3.78 -0.52
C 4.40 -2.50 -2.92 -0.05
C 5.21 -0.44 -4.08 -0.05
C 2.87 -0.41 -3.10 -0.43
O 2.52 0.57 -4.04 0.00
C 3.42 0.25 -1.81 -0.10
C 2.51 1.22 -1.05 -0.12
C 2.30 2.54 -1.74 -0.23
C 3.38 3.38 -2.00 -0.04
C 3.19 4.62 -2.59 -0.10
C 1.91 5.02 -2.93 -0.68
Cl 1.67 6.55 -3.68 0.66
C 0.82 4.21 -2.67 -0.08
C 1.03 2.98 -2.07 -0.04
C 1.65 -1.33 -2.76 -0.05
N 0.41 -0.64 -2.56 -0.10
C -0.40 -0.67 -1.48 -0.13
N -1.47 0.06 -1.72 0.05
C -1.29 0.53 -2.97 -0.17
N -0.16 0.12 -3.52 0.11
H 4.28 -2.22 -5.71 0.08
H 2.99 -1.01 -5.67 0.09
H 2.73 -2.63 -5.00 0.07
H 5.17 -3.05 -3.45 0.08
H 3.57 -3.17 -2.73 0.08
H 4.81 -2.18 -1.96 0.08
H 5.86 -0.95 -4.78 0.08
H 5.79 -0.24 -3.18 0.08
H 4.89 0.50 -4.52 0.09
H 1.56 0.74 -4.00 0.07
H 4.32 0.80 -2.09 0.10
H 3.71 -0.55 -1.12 0.11
H 3.00 1.42 -0.09 0.13
H 1.55 0.77 -0.82 0.09
H 4.38 3.09 -1.71 0.11
H 4.03 5.28 -2.78 0.10
H -0.18 4.53 -2.91 0.12
H 0.17 2.37 -1.84 0.09
H 1.87 -1.88 -1.84 0.14
H 1.51 -2.03 -3.58 0.12
H -0.21 -1.24 -0.60 0.12
H -1.97 1.18 -3.47 0.13
Se -5.41 -0.20 1.23 0.79
N -4.15 0.42 2.31 -0.26
C -4.11 -0.39 3.40 -0.42
C -3.27 -0.19 4.49 -0.08
C -3.33 -1.08 5.55 -0.18
C -4.20 -2.17 5.53 -0.17
C -5.04 -2.38 4.45 -0.08
C -5.04 -1.48 3.39 -0.44
N -5.87 -1.52 2.33 -0.31
H -2.59 0.65 4.49 0.10
H -2.70 -0.92 6.42 0.08
H -4.23 -2.84 6.38 0.08
H -5.71 -3.23 4.43 0.09
Te -4.34 -1.78 -0.58 0.23
```

For the molecular weight, the calculation gives 965.61 g mol⁻¹. As for the LUMO energy (spin up / spin down): 0.11098 / 0.11102 Ha. Its highest occupied orbital energy (spin up / spin down) is -0.78 / -0.86 eV. Its charge is -2. The spin multiplicity is 5. The HOMO-LUMO gap (spin up / spin down) is 3.80 / 3.88 eV. The value obtained for the largest force on an atom is 0.0543 Eh/bohr.

(2)
The following is a quantum chemistry calculation of a 14-piece molecular cluster, C41H104F6NO43S15 overall at a distorted geometry, from OMol25.

```
210
Properties=species:S:1:pos:R:3:lowdin_charge:R:1
C 19.83 7.82 7.18 -0.64
F 20.45 8.92 6.80 0.14
F 20.22 7.43 8.41 0.12
F 18.51 8.05 7.19 0.11
S 20.15 6.33 5.94 0.74
O 21.60 6.41 5.78 -0.34
O 19.66 5.08 6.63 -0.33
N 19.30 6.86 4.47 -0.31
S 19.16 5.58 3.71 0.53
O 20.39 4.73 3.68 -0.35
O 17.85 4.92 3.98 -0.35
C 18.90 6.11 1.88 -0.66
F 17.76 6.71 1.64 0.13
F 19.88 6.93 1.46 0.10
F 18.85 5.00 1.10 0.11
O 24.84 13.61 10.14 -0.34
S 24.72 14.17 8.75 0.76
O 23.68 13.77 7.76 -0.32
O 24.58 15.84 9.04 -0.32
C 23.30 16.26 9.58 -0.26
C 23.48 17.67 10.26 -0.05
C 26.47 14.41 8.00 -0.07
H 22.96 15.46 10.24 0.10
H 22.55 16.22 8.79 0.11
H 23.98 17.63 11.22 0.07
H 22.46 18.05 10.37 0.07
H 23.99 18.34 9.58 0.07
H 26.85 13.50 7.52 0.07
H 27.05 14.70 8.87 0.06
H 26.46 15.26 7.32 0.06
O 24.79 5.70 14.81 -0.29
S 24.77 4.34 15.19 0.65
O 24.33 4.01 16.57 -0.32
O 23.89 3.45 14.06 -0.29
C 22.47 3.76 14.01 -0.26
C 21.89 3.03 12.78 -0.06
C 26.39 3.63 14.83 -0.10
H 22.31 4.84 13.91 0.11
H 22.02 3.46 14.95 0.11
H 20.90 3.47 12.60 0.07
H 21.79 1.96 12.94 0.08
H 22.36 3.36 11.85 0.08
H 26.24 2.84 14.10 0.06
H 26.69 3.24 15.80 0.06
H 27.05 4.36 14.36 0.07
O 19.58 9.90 18.41 -0.30
S 20.46 9.32 17.40 0.70
O 20.24 7.92 16.97 -0.33
O 20.46 10.28 16.04 -0.26
C 21.32 9.96 14.96 -0.29
C 20.94 10.74 13.66 -0.05
C 22.26 9.39 18.06 -0.08
H 21.27 8.90 14.71 0.11
H 22.37 10.13 15.20 0.11
H 19.87 10.56 13.53 0.08
H 21.40 10.39 12.74 0.08
H 21.10 11.80 13.83 0.07
H 22.46 10.46 18.20 0.06
H 22.89 8.99 17.27 0.05
H 22.26 8.82 18.98 0.06
O 13.98 9.38 11.80 -0.31
S 14.12 8.00 11.34 0.67
O 13.43 6.89 12.00 -0.31
O 14.06 7.87 9.67 -0.28
C 13.95 9.18 8.95 -0.27
C 13.83 9.06 7.51 -0.09
C 15.87 7.57 11.44 -0.11
H 14.63 9.97 9.27 0.12
H 12.94 9.46 9.25 0.11
H 13.03 8.44 7.10 0.09
H 14.80 8.72 7.15 0.09
H 13.70 10.06 7.10 0.09
H 16.30 8.55 11.21 0.06
H 16.04 6.77 10.72 0.07
H 16.08 7.25 12.47 0.07
O 16.41 -4.44 0.06 -0.31
S 17.37 -3.42 -0.39 0.64
O 17.28 -2.81 -1.68 -0.27
O 17.40 -2.17 0.72 -0.30
C 17.11 -2.42 2.11 -0.25
C 17.41 -1.06 2.81 -0.05
C 19.01 -4.02 -0.08 -0.12
H 17.75 -3.22 2.47 0.11
H 16.05 -2.65 2.14 0.11
H 16.74 -0.82 3.63 0.08
H 17.33 -0.25 2.09 0.08
H 18.45 -1.08 3.15 0.07
H 19.29 -4.65 -0.92 0.07
H 19.00 -4.48 0.91 0.07
H 19.61 -3.11 -0.10 0.07
O 20.08 7.83 -6.92 -0.27
S 19.16 6.98 -6.25 0.61
O 19.49 6.31 -5.01 -0.29
O 17.74 7.77 -6.11 -0.27
C 16.83 7.21 -5.13 -0.26
C 15.41 7.69 -5.56 -0.06
C 18.61 5.68 -7.38 -0.12
H 17.00 7.70 -4.17 0.12
H 16.95 6.15 -4.92 0.11
H 14.76 7.34 -4.76 0.07
H 15.10 7.30 -6.53 0.07
H 15.30 8.77 -5.69 0.08
H 17.93 5.05 -6.82 0.06
H 19.53 5.23 -7.74 0.07
H 18.16 6.06 -8.30 0.07
O 25.46 9.65 4.82 -0.31
S 25.16 10.03 3.43 0.67
O 25.62 11.34 2.92 -0.32
O 25.57 8.85 2.38 -0.29
C 25.38 7.48 2.72 -0.25
C 25.51 6.66 1.33 -0.04
C 23.33 9.97 3.20 -0.09
H 24.39 7.35 3.16 0.11
H 26.09 7.02 3.40 0.11
H 24.97 7.26 0.59 0.06
H 25.03 5.69 1.45 0.07
H 26.56 6.64 1.05 0.07
H 22.98 10.84 3.75 0.07
H 23.05 9.05 3.72 0.06
H 23.12 10.02 2.13 0.07
O 25.69 -0.71 -4.71 -0.33
S 24.81 -1.83 -4.26 0.70
O 25.30 -2.97 -3.51 -0.30
O 23.51 -1.18 -3.43 -0.28
C 22.72 -0.12 -4.07 -0.27
C 22.29 0.90 -3.00 -0.07
C 23.84 -2.45 -5.72 -0.10
H 21.84 -0.40 -4.65 0.11
H 23.27 0.45 -4.82 0.11
H 21.58 1.60 -3.43 0.08
H 23.13 1.46 -2.59 0.08
H 21.72 0.49 -2.17 0.08
H 22.79 -2.48 -5.43 0.06
H 24.14 -3.49 -5.83 0.06
H 24.06 -1.81 -6.57 0.07
O 9.02 4.41 9.76 -0.33
S 9.54 3.02 9.72 0.74
O 8.80 1.94 9.01 -0.32
O 11.15 3.02 9.17 -0.28
C 11.44 3.82 8.02 -0.29
C 12.88 3.71 7.52 -0.05
C 9.88 2.52 11.51 -0.09
H 11.07 4.82 8.24 0.11
H 10.74 3.52 7.24 0.11
H 13.46 4.40 8.14 0.07
H 13.04 4.09 6.51 0.08
H 13.30 2.71 7.61 0.08
H 8.99 2.11 11.97 0.06
H 10.12 3.40 12.11 0.06
H 10.71 1.81 11.55 0.06
O 27.84 10.75 -4.28 -0.31
S 26.97 11.37 -3.28 0.72
O 26.88 12.84 -3.13 -0.31
O 25.42 10.74 -3.38 -0.25
C 24.44 11.51 -2.78 -0.36
C 23.14 10.76 -2.81 -0.06
C 27.42 10.51 -1.69 -0.10
H 24.32 12.41 -3.38 0.12
H 24.61 11.78 -1.74 0.12
H 22.36 11.36 -2.33 0.09
H 23.31 9.76 -2.40 0.08
H 22.86 10.68 -3.86 0.08
H 28.35 10.82 -1.22 0.07
H 27.39 9.44 -1.87 0.07
H 26.64 10.73 -0.96 0.05
O 17.31 14.38 1.85 -0.30
S 18.11 13.57 2.76 0.69
O 19.59 13.55 2.62 -0.32
O 17.67 13.91 4.32 -0.29
C 18.54 13.42 5.35 -0.29
C 17.84 13.62 6.68 -0.06
C 17.53 11.83 2.76 -0.10
H 19.52 13.90 5.34 0.12
H 18.60 12.34 5.21 0.11
H 17.80 14.68 6.94 0.08
H 18.52 13.10 7.35 0.08
H 16.92 13.02 6.70 0.08
H 17.02 11.61 3.70 0.06
H 18.32 11.08 2.65 0.07
H 16.87 11.72 1.89 0.06
O 12.52 8.74 1.22 -0.32
S 11.40 7.79 1.07 0.66
O 10.48 7.58 2.16 -0.28
O 10.52 8.26 -0.23 -0.28
C 11.23 8.92 -1.32 -0.27
C 10.92 10.42 -1.40 -0.07
C 12.05 6.18 0.41 -0.08
H 11.15 8.39 -2.27 0.12
H 12.30 8.85 -1.10 0.09
H 11.17 11.01 -0.52 0.08
H 9.87 10.56 -1.66 0.07
H 11.42 10.96 -2.21 0.07
H 11.27 5.46 0.66 0.06
H 12.94 6.07 1.03 0.07
H 12.26 6.25 -0.66 0.06
O 27.73 6.48 10.97 -0.33
S 27.23 7.46 9.96 0.68
O 28.05 8.65 9.74 -0.29
O 26.90 6.77 8.53 -0.26
C 26.83 5.40 8.33 -0.28
C 25.71 4.63 9.09 -0.07
C 25.46 7.78 10.41 -0.09
H 27.73 4.78 8.36 0.12
H 26.49 5.36 7.29 0.12
H 25.90 4.75 10.16 0.06
H 25.67 3.58 8.81 0.08
H 24.72 4.99 8.81 0.08
H 25.07 6.88 10.88 0.06
H 24.96 8.11 9.50 0.07
H 25.39 8.58 11.14 0.06
```

For the molecular weight, the calculation gives 1894.24 g mol⁻¹. As for the LUMO energy: 0.04468 Ha. Its highest occupied orbital energy is -7.19 eV. Its charge is -1. The HOMO-LUMO gap is 8.41 eV. The value obtained for the largest force on an atom is 0.1420 Eh/bohr.

> What is the charge in the second record?

-1

> Number 1 is which compound?

C34H39ClFeN10O5SeTe